Entry 1:
Formula: C22H44Cl6LiN2NaO16PS2
Source: the OMol25 dataset
Level of theory: wB97M-V/def2-TZVPD

XYZ file:
```
95
Properties=species:S:1:pos:R:3:lowdin_charge:R:1
O 0.350 -0.292 -4.309 -0.043
N 1.893 -7.164 -4.554 -0.330
Cl 1.619 -0.215 6.343 0.510
C 2.734 -7.591 -8.156 -0.048
H 3.111 4.594 3.846 0.141
H -0.503 5.180 4.096 0.106
H -0.354 6.249 2.695 0.124
H -5.894 2.652 -1.625 0.122
H -2.910 1.772 0.845 0.078
O -4.217 2.255 2.561 -0.350
H 0.832 -4.768 9.513 0.077
O -2.452 4.836 1.557 -0.182
H -0.167 -2.553 -4.160 0.105
O 1.957 -6.271 -3.713 0.016
C 0.380 1.563 2.885 -0.343
O -1.655 1.035 -2.223 -0.362
H 2.478 -1.040 -1.852 0.132
H 2.150 -4.554 -2.398 0.080
C 3.278 -6.349 -8.455 -0.054
C -5.081 2.099 -1.157 -0.188
O -2.977 -0.397 -0.633 -0.313
H 3.621 -6.139 -9.458 0.114
H 1.200 -2.474 9.451 -0.004
H 3.265 -3.467 -3.267 0.111
H -1.910 2.771 -0.241 0.080
H -3.768 3.816 -1.216 0.124
C 2.287 -7.864 -6.873 0.008
C 0.395 -2.729 -1.656 0.031
S 1.748 1.813 1.720 1.032
P 2.760 3.688 2.058 0.227
H 1.185 2.003 0.475 -0.060
Cl -3.665 1.805 3.815 0.663
O 0.519 4.011 -3.830 -0.541
O -3.152 2.947 4.548 -0.368
H 0.857 -2.438 -0.715 0.113
Cl -0.936 1.125 6.285 0.624
C -4.051 3.032 -0.508 -0.208
O -2.547 0.911 3.514 -0.396
O 1.836 4.766 1.733 -0.232
S -2.790 0.853 -1.329 0.687
H -0.366 0.979 2.333 0.110
H 2.533 -4.909 9.993 0.078
Cl -2.272 6.619 0.031 -0.035
H -5.512 1.440 -0.402 0.128
H -0.510 0.146 -4.271 0.101
H 3.000 -3.260 -1.512 0.111
Na -4.220 5.861 0.908 0.346
H 3.013 -4.885 -5.420 0.095
H -4.030 1.888 -3.050 0.115
H 0.225 -0.063 -2.277 0.075
H 1.864 -8.829 -6.640 0.125
H 3.808 -4.411 -7.704 0.111
H -4.437 3.517 0.385 0.082
Cl -0.165 -0.392 8.608 0.590
O 3.180 3.664 3.552 -0.065
N 1.411 -2.613 -2.741 -0.351
H -4.809 0.376 -2.505 0.111
C 0.978 -0.108 -3.062 -0.256
C 1.981 -1.211 -2.807 -0.094
C 0.794 -3.034 -4.044 0.020
C 0.410 0.658 7.316 -2.025
H 2.727 -1.234 -3.602 0.143
Li 0.939 3.269 -0.944 0.694
Cl 1.156 2.098 8.015 0.539
O -0.943 3.322 2.111 -0.034
O 4.026 3.764 1.141 -0.075
C 2.934 -5.641 -6.186 -0.013
H 0.668 0.947 3.736 0.073
C 3.381 -5.376 -7.469 -0.059
C -1.034 5.598 3.247 -0.140
C -1.536 4.576 2.272 -0.464
H 2.656 -8.348 -8.924 0.116
C -2.828 2.196 -0.155 -0.227
H -2.909 5.759 4.288 0.083
H -0.455 -2.090 -1.881 0.105
H 1.467 -2.767 -4.852 0.114
C -0.311 2.843 3.283 -0.292
H -0.998 2.586 4.084 0.057
O -4.645 1.116 4.581 -0.298
H 3.769 4.309 0.376 0.118
H -2.693 6.915 2.942 0.049
O 1.828 -2.997 9.957 -0.137
H 0.656 -4.113 -4.008 0.097
C -4.299 1.282 -2.184 -0.213
C 2.389 -6.881 -5.907 -0.145
C -2.212 6.420 3.779 -0.054
H -1.815 7.158 4.469 0.085
H 2.128 -4.311 8.373 0.072
H 0.455 3.520 3.664 0.098
H 1.500 0.860 -3.082 0.122
H 0.070 -3.766 -1.603 0.121
C 1.823 -4.317 9.423 -0.157
H -0.183 4.204 -4.457 -0.153
O 1.441 -8.261 -4.335 0.118
C 2.545 -3.545 -2.458 0.002
```

The total energy is -169963.382 eV. The charge is +1. As for the HOMO energy: -8.85 eV. As for the orbital gap: 3.68 eV. The largest force on an atom is 3.6 eV/A. The LUMO energy is -5.169 eV.

***

Entry 2:
Formula: C15H23N2O5PdSSeSi
Source: the OMol25 dataset
Level of theory: wB97M-V/def2-TZVPD

XYZ file:
```
49
Properties=species:S:1:pos:R:3:lowdin_charge:R:1
H -1.673 -0.498 -4.279 0.083
C -3.073 1.263 1.446 -0.113
H 3.476 3.084 -0.013 0.027
H 1.631 -1.650 -0.913 0.021
H 5.465 -0.607 0.756 0.020
C -2.154 1.584 3.781 -0.093
N 0.951 -1.971 -1.594 0.071
C -2.945 -0.287 1.653 -0.106
H -2.832 -0.463 4.326 0.111
H -1.512 2.747 1.976 0.158
H -1.315 -3.865 -2.928 0.120
H -2.597 -1.955 -3.829 0.091
H -1.064 -1.263 2.353 0.154
H 4.406 2.812 -1.506 0.025
H -1.422 2.137 4.369 0.108
O -0.872 0.780 2.054 -0.248
H -2.455 -0.606 -2.682 0.093
S 0.369 0.623 -2.186 0.663
O -1.805 -1.185 -0.249 -0.090
C 0.447 -3.242 -1.760 -0.059
H 6.169 0.773 -0.108 0.023
N -0.755 -1.785 -2.888 -0.105
H -1.105 -0.176 4.582 0.109
H 4.844 0.031 -2.549 0.027
H 3.094 -0.218 -2.707 -0.012
C 3.945 -0.333 -2.036 -0.242
C -1.660 -0.369 2.492 -0.238
C 3.548 2.471 -0.915 -0.235
Se 2.092 -0.009 0.957 0.316
H 5.298 1.026 1.419 0.020
C -3.008 1.776 0.007 -0.621
C -1.901 1.782 2.284 -0.242
C 5.313 0.444 0.493 -0.257
H -3.151 1.920 4.066 0.112
O -1.850 1.838 -0.558 -0.178
C -0.618 -3.128 -2.575 -0.047
C -2.915 -1.157 0.372 -0.647
C -1.945 -1.165 -3.465 -0.010
H 0.878 -4.103 -1.282 0.115
Si 3.712 0.665 -0.467 0.040
H -4.015 1.614 1.859 0.145
O -4.051 2.171 -0.501 0.029
Pd -0.167 0.710 0.049 0.526
H 2.640 2.629 -1.500 0.005
O -3.953 -1.766 0.091 -0.015
C 0.187 -1.087 -2.248 -0.723
H 4.088 -1.399 -1.822 0.025
C -1.952 0.048 3.936 -0.097
H -3.790 -0.642 2.240 0.139
```

The total energy is -116690.296 eV. The relative energy (zero: lowest compared OMol25 entry of this formula, charge and spin) is 0.000 eV. The charge is -1. As for the HOMO energy: -4.70 eV. As for the orbital gap: 7.21 eV. The largest force on an atom is 0.7 eV/A. The LUMO energy is 2.512 eV.

***

Entry 3:
Formula: C22H23F3N2O2
Source: the OMol25 dataset
Level of theory: wB97M-V/def2-TZVPD

XYZ file:
```
52
Properties=species:S:1:pos:R:3:lowdin_charge:R:1
C -2.662 -3.896 1.755 -0.064
H 3.736 0.302 1.855 0.101
H -1.771 7.016 -1.380 0.107
H -1.529 -2.311 2.684 0.108
C 3.368 1.152 -0.106 -0.166
C -2.294 -5.256 4.162 -0.023
C -2.018 0.080 0.853 -0.209
C 4.889 -0.871 0.404 -0.116
H -2.782 -3.351 0.831 0.066
H -3.441 -6.831 3.270 0.104
C -3.199 -5.167 1.936 -0.086
C -1.118 6.247 -1.772 -0.079
O 0.156 0.570 1.494 0.145
C -1.770 -3.993 3.977 -0.288
H -1.949 4.681 -0.544 0.119
C 3.591 -0.084 0.826 -0.246
O -2.661 -2.604 -1.313 0.064
C 0.110 -0.424 -0.683 -0.132
H 5.090 -0.766 -0.682 0.060
H 4.797 -1.956 0.604 0.066
H 3.517 2.083 0.465 0.108
C -1.948 -3.305 2.792 -0.006
F -2.576 0.859 1.783 0.102
H -0.106 7.575 -3.121 0.102
H 1.221 3.496 -3.141 0.106
H 2.075 1.767 -1.696 0.102
C -3.018 -5.843 3.136 -0.086
F -0.466 2.716 -1.337 0.050
N 1.396 -0.117 -1.112 0.057
H 1.262 1.845 -0.141 0.096
H 4.077 1.063 -0.953 0.093
H -2.136 -5.770 5.102 0.116
F -1.073 -3.417 4.974 0.059
H -3.761 -5.633 1.135 0.103
C -0.502 0.124 0.605 -0.247
C -0.181 6.561 -2.749 -0.094
H 1.527 -0.219 -2.109 0.119
C -1.219 4.946 -1.298 -0.012
H 0.016 -2.918 -2.338 0.105
C -0.672 -1.302 -1.365 -0.191
C -2.792 -0.758 0.188 0.087
H 1.388 5.819 -4.012 0.106
N -0.301 -1.977 -2.561 0.101
C -2.054 -1.641 -0.864 -0.308
H -3.873 -0.847 0.343 0.142
H 5.757 -0.423 0.925 0.069
C 0.569 4.276 -2.769 -0.021
C 0.660 5.575 -3.249 -0.080
C 1.922 1.212 -0.743 -0.194
C -0.372 3.979 -1.802 -0.277
H 2.751 -0.797 0.860 0.087
H 0.370 -1.464 -3.119 0.074
```

As for the SMILES: CCCCNC1=C(N)C(=O)C=C(F)C1=O.Fc1ccccc1.Fc1ccccc1. The total energy is -38412.628 eV. The relative energy (zero: lowest compared OMol25 entry of this formula, charge and spin) is 4.835 eV. The charge is 0. As for the HOMO energy: -8.61 eV. As for the orbital gap: 7.76 eV. The largest force on an atom is 2.1 eV/A. The LUMO energy is -0.846 eV.

***

Entry 4:
Formula: C4H4BrI
Source: the OMol25 dataset
Level of theory: wB97M-V/def2-TZVPD

XYZ file:
```
10
Properties=species:S:1:pos:R:3:lowdin_charge:R:1
I 3.899 -0.654 -0.442 0.716
H -0.918 -0.605 0.975 0.107
C -0.446 -0.936 0.077 -0.416
C 1.928 -1.408 -0.407 -0.507
C -0.407 -2.371 0.460 -0.560
H -1.182 -0.706 -0.600 0.052
H 1.050 0.669 -0.697 0.115
Br -1.922 -3.257 0.066 0.751
H 1.232 0.073 0.892 0.153
C 0.935 -0.325 -0.197 -0.410
```

The total energy is -82348.497 eV. The relative energy (zero: lowest compared OMol25 entry of this formula, charge and spin) is 6.176 eV. The charge is 0. As for the HOMO energy (spin up / spin down): -8.16 / -8.16 eV. As for the orbital gap (spin up / spin down): 7.26 / 7.26 eV. The largest force on an atom is 3.7 eV/A. The LUMO energy (spin up / spin down) is -0.900 / -0.900 eV.

***

Entry 5:
Formula: C27H31CrN3O3S
Source: the OMol25 dataset
Level of theory: wB97M-V/def2-TZVPD

XYZ file:
```
66
Properties=species:S:1:pos:R:3:lowdin_charge:R:1
C 1.431 4.807 -0.126 0.007
C 1.317 3.414 0.026 -0.129
C 3.435 0.643 -2.089 -0.035
H 3.883 1.637 -2.163 0.083
C -4.197 -1.116 -1.537 -0.068
H 6.214 -2.042 0.502 0.094
H 2.510 -4.291 -1.478 0.084
C 2.482 2.434 0.187 -0.460
H 3.281 -0.661 3.671 0.085
H 3.802 0.038 -2.964 0.090
H 4.825 -1.736 2.505 0.092
C -2.325 0.159 -2.580 -0.043
H -5.622 -0.934 1.489 0.104
H -3.044 -2.547 0.548 0.045
H -1.447 -4.294 -0.049 0.102
C -4.038 1.142 2.046 -0.027
H 1.769 -1.919 -1.334 0.087
H -1.266 0.328 -2.272 0.064
C -1.108 -3.467 0.601 -0.331
C 2.684 -0.231 2.847 -0.033
N 0.097 2.878 0.068 0.027
O -0.127 -1.048 0.590 -0.615
C 3.435 -0.462 1.578 -0.214
C -0.980 4.971 -0.128 0.042
H 0.500 6.570 -0.298 0.096
O -3.365 3.426 -0.356 0.038
C 4.872 -0.901 -0.732 -0.053
H -2.375 -0.620 -3.340 0.078
H 1.707 -0.688 2.801 0.067
C -4.967 -0.709 0.677 -0.056
C -2.311 -2.832 1.291 -0.129
H -4.316 -1.651 -2.469 0.108
C 3.063 0.162 0.382 -0.232
H -4.844 0.925 2.722 0.073
H 1.849 -2.684 0.193 0.101
C -3.204 -0.146 -1.412 -0.225
H -2.640 1.085 -3.057 0.091
H -5.854 -2.118 -0.686 0.102
H -2.754 -3.469 2.057 0.087
C -3.995 0.273 0.834 -0.209
H -1.949 -1.908 1.820 0.087
C 3.748 -0.078 -0.784 -0.233
C 0.303 5.551 -0.166 -0.043
C 1.449 -4.062 -1.414 -0.109
H 1.072 -4.020 -2.425 0.075
C -3.092 0.518 -0.195 -0.235
H -4.192 2.173 1.757 0.075
C -1.026 3.587 0.020 -0.163
N -2.058 1.444 -0.038 -0.009
Cr -0.074 0.895 0.311 0.808
H 0.938 -4.818 -0.799 0.075
C -5.069 -1.397 -0.520 -0.108
H 2.343 0.704 -2.203 0.070
H 5.469 -1.117 -1.602 0.103
H 2.419 5.261 -0.225 0.129
S -0.366 -2.137 -0.458 1.024
N 2.030 1.157 0.434 0.003
H -3.071 1.112 2.567 0.087
C 5.313 -1.473 0.452 -0.083
H -0.382 -3.792 1.315 0.088
H 2.571 0.833 3.026 0.081
C 4.538 -1.318 1.579 -0.054
O 3.623 2.903 0.183 0.051
C 1.295 -2.712 -0.745 -0.401
H -1.893 5.573 -0.297 0.133
C -2.317 2.798 -0.138 -0.436
```

The total energy is -78374.039 eV. The charge is 0. As for the HOMO energy (spin up / spin down): -7.92 / -8.31 eV. As for the orbital gap (spin up / spin down): 8.10 / 8.46 eV. The largest force on an atom is 2.5 eV/A. The LUMO energy (spin up / spin down) is 0.187 / 0.155 eV. As for the multiplicity: 5.